Computed, not measured: a molecular structure, C3H4AgO4 at a distorted geometry, with ωB97M-V/def2-TZVPD.

Geometry (Å):
H (2.9076, 1.7412, -3.0351)
C (0.6888, 0.5067, -3.5909)
C (-0.1300, 1.5475, -4.3037)
O (-1.3730, 1.1295, -4.7947)
C (-2.4581, 1.0275, -3.9422)
O (-2.2300, 1.1799, -2.7151)
O (-3.5267, 0.7920, -4.5040)
O (0.2189, -0.4624, -3.0005)
H (1.7094, 0.3942, -4.0167)
H (0.4546, 1.8977, -5.1671)
H (-0.2116, 2.4042, -3.6097)
Ag (-1.4574, -0.3959, -1.3282)

- Highest occupied orbital energy (spin up / spin down): -2.084 / -2.091 eV
- Net charge: -1
- Kohn-Sham gap (spin up / spin down): 0.1230 / 0.1232 Ha
- Spin multiplicity: 1
- Lowest unoccupied orbital energy (spin up / spin down): 1.262 / 1.261 eV